{
  "formula": "C19H25N5PdSTe",
  "method": "ωB97M-V/def2-TZVPD",
  "species": ["Pd", "C", "C", "N", "C", "S", "N", "N", "C", "C", "C", "C", "C", "C", "C", "N", "H", "H", "H", "H", "H", "H", "H", "H", "H", "H", "H", "H", "H", "Te", "C", "N", "C", "C", "C", "C", "C", "C", "C", "C", "H", "H", "H", "H", "H", "H", "H", "H", "H", "H", "H", "H"],
  "coordinates": [[0.10625, -0.80248, -0.74803], [-0.41196, 5.45249, -0.07366], [-0.62009, 4.34349, 0.94967], [0.34142, 3.25802, 0.81629], [0.10741, 2.18136, 0.00065], [1.48782, 1.09086, -0.23344], [-1.04626, 2.03573, -0.54725], [-1.15546, 0.87210, -1.25311], [-2.06859, 0.70451, -2.19266], [-3.17936, 1.69241, -2.38499], [-1.85610, -0.40735, -3.02128], [-2.67394, -0.77744, -4.12576], [-2.30914, -1.80760, -4.93949], [-1.11083, -2.52355, -4.68717], [-0.37660, -2.16090, -3.58696], [-0.72114, -1.15548, -2.76933], [-1.17556, 6.22732, 0.04056], [-0.48173, 5.04725, -1.08552], [0.56788, 5.92110, 0.04636], [-1.60580, 3.90744, 0.82460], [-0.54917, 4.73901, 1.96282], [1.31215, 3.47081, 0.96428], [-2.87510, 2.65924, -1.99073], [-4.08482, 1.38344, -1.85273], [-3.42853, 1.80564, -3.44060], [-3.58794, -0.22518, -4.30953], [-2.93193, -2.07740, -5.78317], [-0.78912, -3.34336, -5.31485], [0.53090, -2.69120, -3.33319], [-1.23189, -2.81356, 0.07144], [0.20677, -0.68670, 4.88500], [1.16253, -0.96985, 3.82329], [1.88359, 0.25698, 3.48392], [0.48441, -1.54364, 2.67763], [1.39396, -2.19608, 1.66210], [2.70619, -2.48927, 1.97834], [3.56377, -3.08235, 1.05389], [3.11224, -3.40720, -0.21569], [1.78607, -3.18022, -0.54191], [0.91889, -2.56779, 0.37475], [0.73078, -0.27750, 5.74877], [-0.29629, -1.60423, 5.19164], [-0.55889, 0.04069, 4.57041], [2.42779, 0.59967, 4.36588], [1.20216, 1.05675, 3.15755], [2.59532, 0.08730, 2.68024], [-0.14527, -0.80656, 2.18321], [-0.19084, -2.32413, 3.04898], [3.06044, -2.25523, 2.97469], [4.58412, -3.30860, 1.33976], [3.78154, -3.84626, -0.94380], [1.40798, -3.50253, -1.50186]],
  "atomic_forces_ev_per_a": [[-0.23, 1.42, -1.06], [-0.07, 0.02, -0.05], [0.20, -0.04, -0.16], [-0.14, -0.07, 0.03], [0.31, 0.18, -0.03], [-0.10, -0.20, 0.29], [-0.39, -0.06, -0.09], [0.44, -0.18, 0.51], [-0.15, 0.20, -0.04], [-0.03, -0.01, -0.09], [-0.06, -0.17, -0.19], [0.00, 0.02, 0.01], [-0.07, 0.02, -0.07], [0.06, -0.01, 0.09], [-0.26, 0.15, -0.12], [0.25, -0.47, 0.23], [0.07, -0.04, -0.01], [0.01, 0.03, 0.05], [-0.04, -0.02, -0.02], [-0.09, -0.05, 0.05], [0.01, 0.02, 0.06], [0.07, -0.01, 0.07], [-0.01, -0.01, 0.00], [0.05, 0.01, -0.02], [-0.01, 0.00, 0.04], [0.07, -0.04, -0.01], [-0.01, 0.00, 0.02], [-0.01, 0.06, 0.03], [0.09, -0.02, 0.03], [0.09, -0.14, 0.21], [0.04, -0.10, -0.08], [0.09, 0.15, 0.05], [-0.11, -0.06, 0.05], [0.15, -0.47, 0.22], [-0.02, -0.03, -0.23], [0.23, -0.03, -0.04], [-0.05, -0.03, 0.01], [0.08, 0.09, 0.07], [-0.12, -0.04, 0.04], [0.09, -0.46, 0.64], [0.00, -0.01, -0.02], [0.01, -0.01, 0.00], [0.00, 0.01, 0.01], [-0.01, -0.01, -0.03], [-0.01, 0.01, -0.02], [0.01, -0.05, -0.06], [-0.26, 0.38, -0.32], [-0.04, 0.00, 0.04], [-0.03, 0.05, -0.04], [-0.03, 0.06, -0.03], [-0.03, -0.03, 0.01], [-0.02, -0.01, -0.05]],
  "homo_lumo_gap_ev": [5.27, 4.66],
  "energy_ev": -49163.9101,
  "multiplicity": 5,
  "e_above_lowest_ev": 0.000
}